(1)
{"formula": "C36H82BaN3O10", "method": "ωB97M-V/def2-TZVPD", "species": ["Ba", "O", "C", "O", "O", "H", "C", "C", "O", "H", "H", "H", "H", "H", "H", "C", "C", "O", "H", "H", "H", "H", "H", "H", "C", "C", "O", "H", "H", "H", "H", "H", "H", "C", "C", "O", "H", "H", "H", "H", "H", "H", "C", "C", "C", "C", "C", "C", "N", "O", "C", "C", "C", "H", "H", "H", "H", "H", "H", "H", "H", "H", "H", "H", "H", "H", "H", "H", "H", "H", "H", "H", "C", "C", "C", "C", "C", "C", "N", "O", "C", "C", "C", "H", "H", "H", "H", "H", "H", "H", "H", "H", "H", "H", "H", "H", "H", "H", "H", "H", "H", "H", "C", "C", "C", "C", "C", "C", "N", "O", "C", "C", "C", "H", "H", "H", "H", "H", "H", "H", "H", "H", "H", "H", "H", "H", "H", "H", "H", "H", "H", "H"], "positions_angstrom": [[-4.462, 0.158, 7.563], [-1.568, 2.945, 4.576], [-2.076, 2.672, 5.718], [-1.586, 3.311, 6.732], [-2.857, 1.718, 5.872], [-1.374, 3.858, 4.801], [-2.867, 0.849, 11.111], [-2.085, 1.797, 10.118], [-2.398, 1.350, 8.796], [-2.564, -0.195, 11.033], [-3.944, 0.930, 10.971], [-2.623, 1.034, 12.157], [-1.019, 1.670, 10.308], [-2.422, 2.819, 10.293], [-1.953, 1.963, 8.207], [-4.695, 4.410, 0.810], [-3.454, 3.748, 1.262], [-3.790, 2.958, 2.451], [-5.070, 5.052, 1.606], [-5.445, 3.717, 0.428], [-4.492, 5.069, -0.034], [-2.734, 4.495, 1.595], [-3.014, 3.098, 0.506], [-2.978, 2.695, 2.891], [-1.272, -1.208, 5.459], [-1.315, -1.295, 6.992], [-2.607, -1.906, 7.191], [-1.247, -2.220, 5.053], [-0.405, -0.575, 5.269], [-2.191, -0.737, 5.111], [-1.164, -0.305, 7.424], [-0.530, -1.961, 7.350], [-2.501, -2.761, 7.614], [2.735, 5.115, 8.599], [1.649, 4.946, 7.517], [1.051, 3.686, 7.684], [3.349, 5.954, 8.272], [3.354, 4.228, 8.730], [2.247, 5.325, 9.551], [2.106, 4.887, 6.529], [0.829, 5.663, 7.549], [0.124, 3.695, 7.434], [-0.911, -0.312, -1.640], [0.179, -0.016, -0.682], [-0.474, 1.136, 0.092], [0.058, 1.322, 1.509], [0.097, -0.024, 2.287], [0.864, -1.206, 1.577], [0.369, -1.247, 0.195], [0.932, -2.322, -0.547], [2.417, -0.922, 1.623], [0.516, -2.517, 2.316], [1.510, 0.438, -1.327], [-0.570, -0.904, -2.489], [-1.407, 0.525, -2.132], [-1.704, -0.849, -1.120], [-0.457, 2.054, -0.496], [-1.538, 1.075, 0.322], [-0.521, 2.042, 2.087], [1.083, 1.692, 1.486], [-0.893, -0.297, 2.653], [0.673, 0.213, 3.181], [3.054, -1.466, 0.925], [2.615, 0.139, 1.470], [2.721, -1.159, 2.642], [1.061, -2.524, 3.260], [-0.537, -2.731, 2.498], [0.928, -3.380, 1.793], [1.276, 1.055, -2.195], [1.932, -0.434, -1.827], [2.253, 0.887, -0.668], [0.137, -2.811, -0.771], [-6.443, 6.173, 6.615], [-5.179, 5.894, 5.774], [-5.204, 6.840, 4.509], [-4.838, 8.268, 4.881], [-3.532, 8.304, 5.584], [-3.427, 7.425, 6.861], [-3.874, 6.058, 6.489], [-3.697, 5.175, 7.537], [-1.904, 7.343, 7.266], [-4.262, 8.056, 8.023], [-5.211, 4.395, 5.281], [-6.842, 7.187, 6.565], [-6.192, 5.887, 7.636], [-7.227, 5.459, 6.365], [-4.497, 6.538, 3.736], [-6.226, 6.993, 4.160], [-5.633, 8.625, 5.535], [-4.775, 8.844, 3.958], [-3.412, 9.360, 5.827], [-2.699, 8.118, 4.907], [-1.639, 6.421, 7.783], [-1.228, 7.430, 6.416], [-1.654, 8.081, 8.029], [-5.296, 8.268, 7.753], [-4.393, 7.337, 8.831], [-3.846, 8.935, 8.516], [-5.357, 3.731, 6.133], [-4.283, 4.142, 4.769], [-6.059, 4.305, 4.602], [-2.982, 4.632, 7.197], [3.274, 6.401, -0.598], [2.569, 5.738, 0.607], [3.681, 4.950, 1.289], [3.402, 4.426, 2.694], [2.931, 5.627, 3.528], [1.666, 6.424, 2.956], [2.043, 6.734, 1.545], [1.167, 7.651, 1.041], [0.417, 5.601, 3.075], [1.586, 7.674, 3.780], [1.475, 4.752, 0.063], [2.670, 7.236, -0.953], [3.549, 5.679, -1.367], [4.240, 6.808, -0.302], [4.015, 4.051, 0.771], [4.452, 5.703, 1.453], [4.245, 4.015, 3.250], [2.669, 3.629, 2.566], [3.774, 6.318, 3.516], [2.787, 5.165, 4.505], [0.184, 5.574, 4.140], [-0.415, 5.939, 2.457], [0.472, 4.565, 2.740], [2.452, 8.313, 3.608], [0.658, 8.225, 3.627], [1.646, 7.537, 4.860], [1.172, 3.982, 0.772], [1.851, 4.230, -0.817], [0.648, 5.304, -0.382], [1.704, 8.442, 1.132]], "multiplicity": 2, "s2": 0.75, "total_charge": 0, "homo_lumo_gap_ha": [0.15123, 0.29026], "homo_energy_ev": [-4.2, -8.0]}

(2)
{"formula": "C36H82N2O4S2Si", "method": "ωB97M-V/def2-TZVPD", "species": ["C", "C", "C", "C", "C", "C", "C", "C", "N", "C", "C", "C", "C", "C", "C", "C", "C", "C", "S", "S", "C", "C", "C", "Si", "C", "N", "C", "C", "O", "C", "H", "H", "H", "H", "H", "H", "H", "H", "H", "H", "H", "H", "H", "H", "H", "H", "H", "H", "H", "H", "H", "H", "H", "H", "H", "H", "H", "H", "H", "H", "H", "H", "H", "H", "H", "H", "H", "H", "H", "H", "H", "H", "H", "H", "H", "H", "H", "H", "H", "H", "H", "H", "C", "C", "O", "C", "C", "H", "H", "H", "H", "H", "H", "H", "H", "H", "H", "C", "C", "O", "C", "C", "H", "H", "H", "H", "H", "H", "H", "H", "H", "H", "C", "C", "O", "C", "C", "H", "H", "H", "H", "H", "H", "H", "H", "H", "H"], "positions_angstrom": [[-4.604, 7.247, 5.688], [-5.769, 6.959, 4.524], [-5.253, 7.437, 3.036], [-5.600, 6.327, 1.836], [-5.566, 7.164, 0.422], [-6.283, 6.399, -0.844], [-6.344, 4.765, -0.706], [-4.834, 4.058, -0.832], [-4.957, 3.016, -1.917], [-3.737, 2.926, -2.803], [-2.338, 2.553, -2.035], [-1.593, 1.395, -2.970], [-0.052, 1.067, -2.516], [0.853, 2.375, -2.121], [1.460, 3.196, -3.429], [0.931, 4.760, -3.460], [1.823, 5.623, -2.388], [-5.435, 1.676, -1.417], [-6.574, 0.837, -2.420], [-4.909, 0.788, 0.143], [-3.643, -0.511, -0.319], [-3.318, -1.472, 0.979], [-3.288, -3.033, 0.383], [-1.957, -4.000, 1.386], [-2.174, -3.719, 3.282], [-0.885, -3.947, 4.080], [0.001, -2.685, 4.018], [-1.970, -5.850, 0.835], [-2.995, -6.601, 1.594], [-4.061, -7.091, 0.699], [-5.108, 7.031, 6.732], [-4.284, 8.392, 5.713], [-3.683, 6.554, 5.463], [-6.667, 7.684, 4.818], [-6.133, 5.840, 4.523], [-4.095, 7.681, 3.038], [-5.794, 8.470, 2.799], [-6.604, 5.747, 2.037], [-4.651, 5.604, 1.821], [-6.204, 8.156, 0.606], [-4.476, 7.552, 0.135], [-5.651, 6.663, -1.821], [-7.400, 6.790, -0.962], [-6.990, 4.377, -1.631], [-6.927, 4.382, 0.253], [-4.004, 4.878, -1.085], [-4.566, 3.652, 0.231], [-3.976, 2.088, -3.618], [-3.567, 3.930, -3.406], [-2.453, 2.207, -0.924], [-1.688, 3.555, -2.026], [-1.596, 1.645, -4.113], [-2.243, 0.404, -2.836], [0.015, 0.285, -1.639], [0.462, 0.535, -3.452], [0.330, 3.102, -1.336], [1.814, 1.955, -1.550], [1.126, 2.657, -4.423], [2.638, 3.236, -3.390], [1.075, 5.249, -4.515], [-0.203, 4.836, -3.170], [2.849, 5.874, -2.899], [1.968, 4.965, -1.431], [1.227, 6.608, -2.151], [-2.673, 0.050, -0.656], [-4.128, -1.195, -1.142], [-2.294, -1.143, 1.440], [-4.134, -1.322, 1.814], [-2.955, -3.025, -0.745], [-4.346, -3.545, 0.519], [-0.633, -3.464, 1.015], [-2.628, -2.644, 3.489], [-2.957, -4.513, 3.701], [-1.224, -3.949, 5.089], [0.937, -2.907, 4.723], [0.430, -2.489, 2.943], [-0.567, -1.739, 4.474], [-0.888, -6.288, 1.045], [-2.146, -5.861, -0.330], [-3.667, -7.439, -0.352], [-4.964, -6.338, 0.591], [-4.518, -8.055, 1.230], [4.285, -0.351, -4.599], [3.473, -1.131, -3.579], [2.391, -1.860, -4.155], [2.736, -2.866, -5.104], [3.601, -3.971, -4.523], [3.634, 0.280, -5.212], [5.022, 0.282, -4.097], [4.825, -1.020, -5.276], [3.027, -0.423, -2.873], [4.110, -1.797, -2.990], [3.206, -2.415, -5.984], [1.793, -3.305, -5.446], [4.592, -3.600, -4.248], [3.736, -4.774, -5.254], [3.145, -4.386, -3.620], [7.788, -0.345, -0.915], [6.778, -1.213, -1.645], [7.213, -1.620, -2.940], [8.394, -2.416, -2.994], [8.263, -3.741, -2.264], [8.095, 0.501, -1.539], [7.361, 0.038, 0.016], [8.691, -0.908, -0.661], [5.862, -0.633, -1.795], [6.499, -2.085, -1.046], [9.255, -1.845, -2.629], [8.583, -2.619, -4.054], [8.163, -3.595, -1.185], [9.147, -4.362, -2.436], [7.376, -4.285, -2.604], [5.440, -5.024, 6.485], [4.877, -4.185, 5.352], [4.644, -4.929, 4.158], [3.700, -5.994, 4.246], [2.303, -5.531, 4.620], [6.326, -5.577, 6.156], [5.713, -4.388, 7.333], [4.710, -5.758, 6.840], [5.608, -3.410, 5.095], [3.966, -3.663, 5.659], [4.060, -6.766, 4.934], [3.662, -6.456, 3.254], [2.270, -5.143, 5.641], [1.595, -6.363, 4.556], [1.969, -4.730, 3.954]], "total_charge": 0, "homo_lumo_gap_ha": 0.27550, "smiles": "CCCCCCCCN(CCCCCCCC)C(=S)SCCC[Si@@H](CNC)COC.CCOCC.CCOCC.CCOCC", "homo_energy_ev": -8.3}

(3)
{"formula": "C36H82N4O7", "method": "ωB97M-V/def2-TZVPD", "species": ["C", "C", "C", "C", "C", "C", "C", "C", "C", "N", "O", "H", "H", "H", "H", "H", "H", "H", "H", "H", "H", "H", "H", "H", "H", "H", "H", "H", "H", "H", "C", "C", "C", "C", "C", "C", "C", "C", "C", "N", "O", "H", "H", "H", "H", "H", "H", "H", "H", "H", "H", "H", "H", "H", "H", "H", "H", "H", "H", "H", "C", "C", "C", "C", "C", "C", "C", "C", "C", "N", "O", "H", "H", "H", "H", "H", "H", "H", "H", "H", "H", "H", "H", "H", "H", "H", "H", "H", "H", "H", "C", "C", "C", "C", "C", "C", "C", "C", "C", "N", "O", "H", "H", "H", "H", "H", "H", "H", "H", "H", "H", "H", "H", "H", "H", "H", "H", "H", "H", "H", "O", "H", "H", "O", "H", "H", "O", "H", "H"], "positions_angstrom": [[-1.427, 4.193, 1.518], [-2.259, 3.198, 2.341], [-2.211, 1.716, 1.761], [-1.591, 3.131, 3.769], [-1.860, 4.338, 4.652], [-3.358, 4.554, 4.797], [-4.063, 4.715, 3.413], [-5.574, 4.523, 3.663], [-3.846, 6.148, 2.922], [-3.676, 3.626, 2.480], [-4.329, 3.749, 1.214], [-0.635, 3.691, 0.962], [-2.139, 4.547, 0.773], [-1.089, 5.006, 2.160], [-1.233, 1.327, 2.046], [-2.929, 1.085, 2.285], [-2.117, 1.596, 0.681], [-2.009, 2.250, 4.256], [-0.515, 2.960, 3.719], [-1.408, 4.182, 5.632], [-1.208, 5.082, 4.194], [-3.475, 5.353, 5.530], [-3.827, 3.712, 5.306], [-6.124, 4.520, 2.722], [-6.097, 5.248, 4.286], [-5.802, 3.537, 4.067], [-2.807, 6.296, 2.630], [-3.987, 7.002, 3.584], [-4.458, 6.431, 2.065], [-4.979, 3.054, 1.088], [-1.136, -1.985, 1.651], [-1.442, -2.877, 2.945], [-1.792, -2.047, 4.209], [-2.766, -3.723, 2.704], [-2.554, -4.885, 1.742], [-1.393, -5.711, 2.169], [-0.044, -5.004, 2.473], [0.857, -5.936, 3.342], [0.649, -4.570, 1.133], [-0.328, -3.758, 3.288], [0.869, -3.099, 3.703], [-0.100, -1.833, 1.348], [-1.520, -2.440, 0.738], [-1.576, -0.989, 1.701], [-2.507, -1.241, 4.046], [-2.069, -2.672, 5.058], [-0.927, -1.535, 4.630], [-3.323, -3.983, 3.604], [-3.377, -3.055, 2.098], [-3.421, -5.532, 1.606], [-2.401, -4.503, 0.733], [-1.230, -6.363, 1.310], [-1.606, -6.250, 3.091], [1.816, -5.457, 3.539], [1.191, -6.870, 2.889], [0.360, -6.242, 4.263], [1.230, -5.440, 0.825], [1.475, -3.894, 1.356], [-0.086, -4.053, 0.517], [0.868, -3.166, 4.661], [-0.238, 4.290, -5.987], [-0.112, 4.029, -4.555], [1.270, 4.491, -4.021], [-1.289, 4.834, -3.918], [-1.705, 4.492, -2.540], [-1.964, 2.957, -2.345], [-0.708, 2.054, -2.870], [0.354, 2.228, -1.727], [-1.293, 0.622, -2.814], [-0.380, 2.585, -4.279], [0.602, 1.794, -4.826], [-1.199, 3.956, -6.379], [-0.210, 5.315, -6.358], [0.533, 3.789, -6.573], [1.295, 4.600, -2.937], [2.171, 3.898, -4.178], [1.565, 5.409, -4.530], [-0.992, 5.870, -4.086], [-2.126, 4.658, -4.593], [-0.963, 4.900, -1.854], [-2.626, 4.992, -2.239], [-2.815, 2.724, -2.985], [-2.271, 2.793, -1.312], [1.333, 1.802, -1.945], [0.026, 1.720, -0.820], [0.532, 3.293, -1.577], [-0.721, 0.020, -3.520], [-2.314, 0.495, -3.176], [-1.123, 0.077, -1.885], [1.280, 2.045, -4.194], [6.117, -3.411, -2.163], [4.743, -3.516, -2.830], [4.756, -3.187, -4.327], [4.158, -5.008, -2.666], [2.679, -5.217, -3.058], [1.773, -4.235, -2.197], [2.294, -2.711, -2.306], [1.857, -2.111, -3.636], [1.602, -1.938, -1.127], [3.796, -2.640, -2.090], [4.230, -1.349, -1.953], [6.556, -2.415, -2.221], [6.783, -4.165, -2.584], [6.156, -3.580, -1.087], [4.805, -2.113, -4.509], [3.903, -3.594, -4.871], [5.688, -3.486, -4.806], [4.734, -5.703, -3.275], [4.219, -5.330, -1.626], [2.381, -6.232, -2.791], [2.547, -5.095, -4.133], [1.895, -4.521, -1.153], [0.732, -4.312, -2.513], [2.122, -2.765, -4.467], [0.821, -1.799, -3.770], [2.343, -1.136, -3.673], [0.516, -1.946, -1.032], [1.837, -2.432, -0.185], [1.776, -0.873, -0.970], [4.886, -1.365, -1.252], [3.790, -2.158, 1.987], [3.713, -3.009, 1.556], [2.887, -1.894, 2.161], [1.449, 0.592, 1.388], [1.879, -0.198, 1.714], [1.415, 1.176, 2.146], [4.704, 1.423, 1.751], [4.541, 2.134, 1.131], [4.322, 1.728, 2.573]], "e_above_lowest_kcal_mol": 97.8, "total_charge": 0, "homo_lumo_gap_ha": 0.29250, "smiles": "CC1(C)CCCC(C)(C)N1O.CC1(C)CCCC(C)(C)N1O.CC1(C)CCCC(C)(C)N1O.CC1(C)CCCC(C)(C)N1O.O.O.O", "homo_energy_ev": -7.8}